Record 1
# C35H37CoF5OP2Te

A molecular structure, C35H37CoF5OP2Te at a distorted geometry (the ωB97M-V functional and the def2-TZVPD basis, the Open Molecules 2025 dataset).

Geometry as XYZ:
```
82
Properties=species:S:1:pos:R:3:forces:R:3
Co -0.587016 0.378270 -1.127205 -2.4 0.6 1.7
C -0.562771 0.952530 5.938289 0.5 0.6 -0.1
C 0.393633 1.165922 5.032201 -0.5 0.0 0.0
C 1.353647 0.133282 4.527845 0.7 -0.1 -0.6
C 0.795958 -0.817891 3.419885 0.3 0.5 -0.1
C -0.488195 -1.517147 3.693741 -0.4 -0.7 0.9
C -0.913573 -1.919327 4.900089 -0.2 0.0 -0.9
C -0.310079 -1.614452 6.228727 0.2 -0.4 0.9
C -0.677785 -0.239734 6.828980 -0.4 -0.5 0.0
C -2.203245 1.027885 -1.728491 -2.1 1.2 -0.2
H -1.314344 1.723186 6.111700 0.3 0.1 0.0
H 0.495886 2.144137 4.548944 -0.4 -0.4 0.2
H 1.779481 -0.479848 5.334436 0.0 0.4 -0.3
H 2.181227 0.685382 4.051192 0.0 -0.3 0.3
H 0.677997 -0.279587 2.459026 0.2 0.0 0.5
H 1.550184 -1.602875 3.253351 0.1 0.2 -0.1
H -1.088320 -1.725787 2.805483 0.2 -0.1 0.4
H -1.825597 -2.514325 4.964666 0.0 0.3 -0.2
H 0.780478 -1.737041 6.236993 -0.4 -0.1 0.0
H -0.720669 -2.359756 6.935195 0.4 0.2 -0.2
H -1.707829 -0.282537 7.189258 -0.1 -0.1 -0.1
H -0.080584 -0.102176 7.741276 0.0 0.1 -0.2
H -2.633743 1.363776 -0.755314 0.0 0.0 -0.7
H -2.861790 0.273896 -2.193922 0.2 0.5 0.1
H -1.964403 1.896857 -2.377681 -0.5 -0.5 0.2
P 1.093776 1.413459 -1.718380 1.7 2.0 0.7
P -0.153445 -1.302922 -2.194756 0.3 -3.1 -1.6
C 2.161113 -0.045538 -1.448706 0.3 -0.1 -0.2
C 1.630854 -1.254067 -1.751912 0.2 0.1 -0.9
C 1.752264 2.405646 -3.061004 0.5 -0.2 -0.5
C 3.110164 2.229620 -3.362634 -0.1 0.4 -0.1
C 3.727940 3.067247 -4.287585 -0.2 0.0 -0.1
C 2.970694 4.050298 -4.939106 -0.1 -0.2 0.1
C 1.597530 4.186758 -4.689285 0.2 -0.3 0.3
C 0.975888 3.356723 -3.747522 0.5 -0.1 0.1
C 1.214308 2.474265 -0.225379 0.4 0.1 -0.5
C 0.318409 2.077187 0.769659 0.2 0.4 0.0
C 0.287453 2.787725 1.977965 -0.3 -0.4 -0.3
C 1.174706 3.845623 2.192820 0.1 -0.1 -0.3
C 2.033320 4.274143 1.163341 -0.3 -0.3 -0.1
C 2.027415 3.611002 -0.074139 -0.2 -0.3 0.7
C -0.163625 -1.698276 -3.996703 0.1 -0.1 -0.3
C 0.446981 -0.808307 -4.898753 0.2 -0.1 0.1
C 0.817586 -1.248051 -6.174768 -0.2 0.0 0.1
C 0.517820 -2.549990 -6.588392 -0.1 0.1 0.4
C -0.212237 -3.392825 -5.744472 -0.1 0.4 0.1
C -0.578102 -2.958505 -4.466408 0.3 0.0 0.2
C -0.903393 -2.740919 -1.376282 0.4 -0.1 -0.1
C -2.290203 -2.942420 -1.464164 0.2 -0.1 0.2
C -2.852461 -4.068011 -0.859410 0.2 -0.1 -0.1
C -2.035728 -4.985255 -0.184700 0.3 0.2 -0.1
C -0.659652 -4.744086 -0.066009 -0.3 0.0 -0.1
C -0.092181 -3.610569 -0.647990 -0.4 -0.3 0.0
H 3.168747 0.154538 -1.068364 -0.1 -0.6 -0.3
H 2.179139 -2.186916 -1.929573 0.3 0.4 0.7
H 3.669119 1.445655 -2.846979 0.0 0.4 -0.2
H 4.796102 2.947734 -4.484947 -0.4 0.1 0.0
H 3.456483 4.703366 -5.661340 -0.1 -0.1 0.1
H 1.015942 4.942423 -5.218635 0.2 -0.2 0.1
H -0.088864 3.449462 -3.532545 0.3 0.0 0.0
H -0.401392 1.234785 0.562741 0.4 0.9 1.2
H -0.462864 2.503986 2.709739 0.2 0.1 0.0
H 1.187936 4.341176 3.170918 -0.1 -0.1 -0.5
H 2.693475 5.129671 1.323179 -0.2 -0.3 -0.1
H 2.646038 3.957839 -0.899372 0.0 -0.1 0.2
H 0.666320 0.222735 -4.587484 0.1 -0.5 -0.1
H 1.361943 -0.579556 -6.842963 -0.2 -0.1 0.2
H 0.847634 -2.908515 -7.560121 -0.1 0.1 0.1
H -0.482035 -4.396856 -6.067740 0.0 0.2 0.1
H -1.157514 -3.612888 -3.810573 0.4 0.1 -0.2
H -2.917491 -2.224423 -2.000849 0.2 -0.3 0.2
H -3.925368 -4.247222 -0.947543 0.3 0.1 0.1
H -2.467037 -5.898534 0.233274 0.1 0.4 -0.1
H -0.017402 -5.451153 0.453425 -0.2 0.1 0.0
H 0.973411 -3.401637 -0.548073 -0.3 -0.2 0.0
F -3.284383 -0.471974 4.085672 -0.3 0.6 -1.2
Te -3.454164 0.490045 2.431908 0.3 -0.1 0.3
F -4.953482 1.297125 3.301720 1.0 -0.6 -0.7
F -2.436804 1.909923 3.241334 -0.7 -0.6 -0.3
F -4.692071 -0.845010 1.813184 0.7 1.0 0.4
F -3.889647 1.678634 0.998425 -0.2 -0.4 0.7
O -2.017515 -0.167010 1.527594 -0.8 0.4 0.4
```
Forces are in eV/Å.

orbital gap (spin up / spin down)	7.026 / 7.292	eV
F_max	3.45	eV Å⁻¹
spin multiplicity	4

=====

Record 2
# C35H37DyN7O9S6

A molecular structure, C35H37DyN7O9S6 at a distorted geometry (the ωB97M-V functional and the def2-TZVPD basis, the Open Molecules 2025 dataset).

Geometry as XYZ:
```
95
Properties=species:S:1:pos:R:3:forces:R:3
Dy -0.405751 -0.113124 -0.479023 0.5 -0.8 0.6
N 0.032849 -1.931624 -2.479123 -0.3 -0.2 -0.4
C 1.138649 -2.193624 -3.396123 0.2 -0.2 0.0
C 2.383549 -2.609824 -2.622923 -0.1 0.5 0.0
C 2.876849 -1.536824 -1.654123 0.3 -0.2 -0.2
N 2.028749 -1.449324 -0.462923 0.1 0.2 0.1
H -0.133851 -2.782524 -1.932223 -0.2 0.4 -0.2
H -0.817551 -1.772424 -3.024723 0.1 -0.2 0.3
H 1.341449 -1.286024 -3.968323 0.1 0.0 0.0
H 0.890149 -2.993824 -4.111123 0.0 0.2 0.0
H 3.172649 -2.829224 -3.343223 0.1 -0.1 0.0
H 2.168349 -3.525724 -2.063423 0.1 -0.1 0.0
H 2.847349 -0.557324 -2.134223 0.2 -0.1 0.0
H 3.920549 -1.766924 -1.383723 -0.1 0.1 -0.1
H 2.432949 -0.743524 0.152177 -0.1 -0.2 0.1
H 2.049049 -2.337724 0.037377 -0.2 0.2 0.1
S -1.241551 1.655676 1.570477 -0.2 -0.5 -0.1
C -0.607951 3.072576 0.820077 0.2 0.5 0.0
C -1.340951 4.257376 0.888177 0.1 0.1 -0.1
C -0.849651 5.447776 0.371277 0.9 -0.6 -0.3
C -1.578551 6.648176 0.478377 -0.4 0.5 0.1
N -2.155651 7.635976 0.583777 -0.2 0.2 0.0
C 0.428749 5.466676 -0.237223 -0.7 -0.8 0.5
C 1.159149 4.289176 -0.318523 -0.2 0.2 0.0
C 0.668549 3.091476 0.195177 -0.1 0.1 0.2
S 1.666649 1.689276 0.089577 0.2 -0.2 0.3
C 0.970749 6.671376 -0.721023 0.3 0.6 -0.3
N 1.442649 7.645376 -1.106123 0.1 0.2 -0.1
H -2.310351 4.248076 1.364277 -0.1 0.0 0.0
H 2.133249 4.286176 -0.787123 0.0 0.1 0.0
C -4.339051 -4.404624 -0.467523 0.0 -0.5 0.3
O -4.174551 -3.158424 -1.109723 -0.2 0.3 -0.1
C -3.010351 -2.524524 -1.013123 0.4 -0.1 -0.5
S -1.717851 -3.137724 -0.140723 0.2 -0.3 0.3
S -2.923751 -1.085824 -1.878823 -0.1 0.3 0.0
H -5.400951 -4.635324 -0.540923 0.1 0.0 0.0
H -4.024351 -4.347724 0.577677 -0.1 0.0 -0.1
H -3.744551 -5.170724 -0.974223 -0.1 0.0 0.1
O 0.243849 -1.092124 1.551377 0.0 -0.5 -1.0
S 0.409249 -0.768624 2.985477 0.9 -0.4 1.4
C 2.251249 -0.769924 3.257277 -0.7 0.2 -0.1
C 2.887249 0.559176 3.012377 0.1 0.2 0.1
C 2.374449 1.707976 3.603177 0.1 -0.1 0.0
C 3.032849 2.916076 3.465477 -0.1 0.0 0.1
C 4.217149 2.986476 2.751777 0.1 0.0 -0.1
C 4.713649 1.854176 2.131577 0.1 0.0 0.0
C 4.050349 0.647576 2.257477 -0.1 -0.1 0.1
C 0.104049 -2.430424 3.810677 0.1 0.7 -0.4
C 1.112549 -3.430224 3.385477 0.1 -0.3 -0.1
C 2.155849 -3.827224 4.218377 -0.2 0.0 0.0
C 3.136649 -4.691324 3.763477 0.0 0.0 0.0
C 3.089549 -5.162724 2.461377 0.1 0.0 0.0
C 2.042549 -4.787924 1.632977 0.0 -0.1 -0.1
C 1.054349 -3.934824 2.089577 0.0 0.0 0.0
H 2.675549 -1.533424 2.607577 -0.1 -0.1 0.0
H 2.390549 -1.065524 4.296977 0.0 -0.1 0.1
H 1.446749 1.653676 4.154777 -0.1 0.1 0.1
H 2.623849 3.807876 3.917577 -0.1 0.1 0.0
H 4.750149 3.923276 2.677177 0.0 0.1 -0.1
H 5.616949 1.908276 1.542877 0.1 0.0 -0.1
H 4.447349 -0.230524 1.765377 0.0 -0.1 0.0
H -0.892151 -2.677324 3.446877 -0.1 0.0 0.1
H 0.091549 -2.259524 4.883577 0.0 0.1 0.1
H 2.194749 -3.458524 5.233577 0.0 0.1 0.1
H 3.933049 -5.001124 4.427077 0.0 0.0 0.0
H 3.866449 -5.820824 2.098877 0.0 -0.1 0.0
H 1.980749 -5.180824 0.628977 0.0 0.0 -0.1
H 0.241249 -3.639124 1.444177 -0.1 0.0 0.0
C -4.357151 -0.114724 1.173177 0.1 -0.1 0.2
S -3.252651 -1.227424 2.084477 -0.1 0.1 0.2
C -3.140251 -0.279124 3.626477 -0.2 -0.1 -0.5
H -5.228151 0.098376 1.789077 -0.1 0.1 0.0
H -4.671651 -0.621424 0.266077 0.0 0.0 0.0
H -3.816551 0.794476 0.917277 -0.1 0.0 0.1
H -2.756451 0.707476 3.391577 0.0 0.2 0.1
H -2.449951 -0.797224 4.281877 0.1 -0.1 0.2
H -4.123951 -0.220824 4.083377 -0.1 0.0 0.2
O -1.461451 2.253476 -7.719723 0.1 0.0 -0.1
N -2.393251 2.339376 -6.938523 -0.1 0.1 -0.8
O -3.542751 2.554076 -7.277423 -0.1 0.0 0.0
C -2.116251 2.162576 -5.554323 0.5 -0.3 1.4
C -3.157351 2.157176 -4.630423 0.0 0.0 0.2
C -2.901351 1.956976 -3.289423 1.0 0.0 -0.9
C -1.570651 1.740176 -2.784123 0.3 0.1 -0.2
O -1.301551 1.613476 -1.570023 -0.2 0.3 -0.3
C -0.536651 1.705376 -3.803123 -1.7 0.4 -0.3
C -0.805751 1.938876 -5.136623 0.0 0.0 -0.1
N 0.774849 1.384376 -3.426923 1.8 -0.9 0.9
O 1.708949 1.656876 -4.183223 -0.6 -0.2 0.6
O 0.960649 0.779676 -2.341323 0.0 0.4 -2.2
N -4.001151 1.931876 -2.382223 -0.9 0.0 0.9
O -3.785751 1.770776 -1.197923 -0.2 0.3 -0.3
O -5.119751 2.063876 -2.849823 -0.3 0.1 -0.2
H -4.175151 2.312376 -4.956623 0.0 0.0 0.0
H 0.003049 1.925876 -5.853123 0.0 0.0 0.0
```
Forces are in eV/Å.

orbital gap (spin up / spin down)	5.427 / 5.411	eV
F_max	2.26	eV Å⁻¹
spin multiplicity	6
charge	-1